Entry 1:
19
Properties=species:S:1:pos:R:3:lowdin_charge:R:1 method="wB97M-V/def2-TZVPD" homo_lumo_gap_ha="0.29758 / 0.29759" e_lumo_ev="0.31 / 0.31" mol_weight_g_mol=130.2 e_tot_ev=-12315.3677
C 0.053 0.396 -1.883 -0.05
C -0.739 -0.241 -0.764 -0.50
N -1.089 -1.603 -0.936 0.08
N -1.668 0.586 -0.258 -0.01
N -2.761 0.060 0.285 0.01
H 0.764 1.094 -1.439 0.07
H 0.657 -0.338 -2.413 0.08
H -0.600 0.961 -2.545 0.08
H -1.152 -2.143 -0.084 0.08
H -0.407 -2.113 -1.485 0.08
H -3.542 0.705 0.287 0.09
H -2.971 -0.913 0.042 0.08
C 2.183 1.163 2.063 -0.11
N 1.159 0.270 1.616 0.05
C 1.139 -0.535 0.679 -0.36
O 1.616 -1.523 0.207 0.11
H 3.037 1.241 1.385 0.08
H 2.585 0.789 3.009 0.08
H 1.734 2.144 2.235 0.07

Entry 2:
19
Properties=species:S:1:pos:R:3:lowdin_charge:R:1 method="wB97M-V/def2-TZVPD" homo_lumo_gap_ha=0.31620 e_lumo_ev=0.57 mol_weight_g_mol=130.2 e_tot_ev=-12316.3479
N 0.232 -0.920 -1.756 -0.01
C 0.869 0.284 -2.141 -0.31
C 1.496 1.047 -0.920 -0.20
N 0.500 1.468 0.082 -0.06
N -0.257 0.421 0.537 0.01
C -0.979 0.581 1.562 -0.17
N -1.768 -0.472 2.048 0.06
C -1.427 -1.752 1.754 -0.35
O -0.640 -2.191 0.931 0.02
H 0.849 -1.671 -1.902 0.04
H -0.163 -0.914 -0.791 0.03
H 1.614 0.073 -2.922 0.11
H 0.187 1.012 -2.648 0.10
H 1.972 1.936 -1.315 0.10
H 2.282 0.341 -0.554 0.11
H 0.908 2.025 0.821 0.11
H -1.178 1.517 2.054 0.12
H -2.434 -0.318 2.818 0.15
H -2.064 -2.468 2.341 0.13

Entry 3:
19
Properties=species:S:1:pos:R:3:lowdin_charge:R:1 method="wB97M-V/def2-TZVPD" homo_lumo_gap_ha=0.37870 e_lumo_ev=0.81 mol_weight_g_mol=130.2 e_tot_ev=-12317.0466
H -1.039 2.981 -0.624 0.05
N -0.203 2.416 -0.810 0.13
C -0.265 1.272 -0.198 -0.35
C -1.476 0.891 0.614 -0.04
C 1.050 0.413 -0.164 -0.29
N 1.988 0.959 0.826 0.06
C 0.696 -1.041 0.113 -0.44
O 0.984 -1.674 1.124 0.05
N -0.222 -1.532 -0.839 -0.04
N -0.908 -2.736 -0.554 0.03
H -2.017 1.783 0.941 0.08
H -2.154 0.314 -0.023 0.08
H -1.203 0.301 1.491 0.09
H 1.496 0.477 -1.162 0.14
H 2.923 0.600 0.645 0.08
H 2.046 1.974 0.722 0.08
H -0.465 -1.025 -1.687 0.14
H -0.335 -3.518 -0.883 0.08
H -0.895 -2.857 0.469 0.08

Entry 4:
19
Properties=species:S:1:pos:R:3:lowdin_charge:R:1 method="wB97M-V/def2-TZVPD" homo_lumo_gap_ha=0.33721 e_lumo_ev=-8.15 total_charge=+2 mol_weight_g_mol=130.2 e_tot_ev=-12295.7547
C -0.654 -1.785 -1.448 0.20
C -0.510 -0.615 -0.877 -0.05
N -1.060 0.490 -0.359 -0.12
N -1.695 0.351 0.947 0.29
C -0.181 1.620 -0.465 0.00
C 1.220 1.102 -0.066 -0.32
O 2.178 1.933 0.091 0.23
N 1.324 -0.185 0.008 -0.02
N 2.393 -0.860 0.326 0.09
H -1.731 -1.977 -1.847 0.17
H 0.051 -2.498 -1.492 0.06
H -2.660 0.024 0.792 0.21
H -1.663 1.296 1.452 0.22
H -1.170 -0.364 1.519 0.21
H -0.581 2.326 0.271 0.15
H -0.065 2.041 -1.537 0.21
H 3.014 1.507 0.353 0.17
H 2.302 -1.557 1.085 0.15
H 3.120 -1.103 -0.367 0.16